Density functional theory data (ωB97M-V with the def2-TZVPD basis set) for a 13-piece molecular cluster, C21H70N20O13 overall at a distorted geometry.

Output
Energy   -2915.71696 Ha
Relative energy (zero: lowest compared OMol25 entry of this formula, charge and spin)   4.8 kcal/mol

```
124
Properties=species:S:1:pos:R:3:forces:R:3:lowdin_charge:R:1
C -2.008 -0.190 0.010 1.17 -0.92 -0.41 -0.063
C -0.470 -0.246 -0.148 -1.20 1.58 0.45 -0.257
O 0.093 0.939 0.467 0.25 -0.01 0.18 -0.160
H -2.408 -0.983 -0.626 -0.26 0.21 -0.07 0.057
H -2.423 0.769 -0.293 -0.01 0.02 -0.10 0.072
H -2.285 -0.463 1.028 0.03 0.32 -0.19 0.031
H -0.141 -0.144 -1.180 -0.16 -0.94 -0.20 0.096
H -0.138 -1.121 0.416 0.44 -0.15 -0.54 0.086
H 0.686 1.338 -0.201 0.22 -0.01 0.56 0.022
C -4.664 -3.381 -0.820 0.65 0.52 1.00 -0.067
C -4.795 -2.875 0.624 -1.72 0.36 -0.94 -0.271
O -4.857 -1.434 0.584 0.43 -0.42 0.55 -0.131
H -5.589 -3.280 -1.380 0.00 -0.06 0.00 0.085
H -4.312 -4.412 -0.799 -0.10 -0.04 -0.27 0.059
H -3.905 -2.728 -1.251 0.12 -0.37 -0.43 0.047
H -4.016 -3.267 1.276 0.13 0.25 0.03 0.101
H -5.794 -3.144 0.980 0.28 -0.66 0.42 0.108
H -4.682 -1.149 1.494 0.19 0.25 -0.26 0.052
C -1.029 2.146 -3.413 -2.47 0.39 -2.08 -0.684
O -2.126 2.295 -3.977 1.18 -0.05 0.54 -0.004
N 0.023 1.603 -4.058 1.36 -0.05 1.15 0.163
N -0.851 2.538 -2.137 0.38 0.06 0.85 0.180
H -0.048 1.275 -4.999 -0.35 0.05 -0.02 0.097
H 0.792 1.289 -3.476 0.03 -0.02 -0.58 0.049
H 0.045 2.527 -1.674 0.07 0.17 -0.13 0.051
H -1.657 2.976 -1.731 0.00 -0.07 0.07 0.101
C 4.500 -0.323 -0.663 0.22 -0.33 0.18 -0.669
O 5.188 -0.136 -1.671 -0.24 -0.99 0.40 -0.028
N 3.142 -0.462 -0.646 0.28 -0.55 -0.91 0.181
N 5.005 -0.416 0.594 0.09 0.11 0.23 0.164
H 2.631 -0.421 -1.520 -0.13 0.26 0.25 0.052
H 2.688 -0.734 0.208 -0.17 0.16 0.05 0.072
H 4.335 -0.600 1.336 0.65 0.01 0.10 0.041
H 5.992 -0.546 0.715 -0.04 0.07 0.00 0.102
C 2.163 -1.447 -4.020 0.89 0.55 0.03 -0.640
O 1.818 -0.418 -3.428 0.09 -0.75 0.03 -0.021
N 1.727 -1.748 -5.272 -0.15 0.37 0.89 0.179
N 3.100 -2.297 -3.530 -0.17 -0.54 0.02 0.183
H 1.085 -1.073 -5.648 -0.09 -0.42 -0.47 0.108
H 2.046 -2.582 -5.721 -0.28 0.09 -0.48 0.103
H 3.265 -3.165 -4.005 0.17 -0.04 0.07 0.102
H 3.530 -2.167 -2.629 -0.07 0.32 -0.02 0.083
C -2.240 -2.458 -3.929 -0.57 1.42 -0.31 -0.686
O -3.353 -2.584 -4.433 0.35 -0.20 0.46 0.014
N -1.554 -3.451 -3.330 0.18 -0.25 -0.07 0.171
N -1.619 -1.227 -3.865 -0.56 -0.31 -0.35 0.177
H -0.633 -3.239 -2.999 0.04 -0.58 0.35 0.084
H -1.992 -4.353 -3.284 0.33 -0.08 0.02 0.103
H -0.651 -1.093 -3.637 0.03 0.12 0.16 0.050
H -2.171 -0.447 -4.196 0.20 0.14 -0.01 0.097
C -3.116 0.247 3.619 -0.36 0.52 -0.70 -0.651
O -3.215 -0.702 2.839 0.08 -0.11 0.81 -0.017
N -2.619 1.451 3.229 0.08 -0.09 0.37 0.184
N -3.569 0.178 4.902 0.11 -0.69 -0.58 0.162
H -2.730 2.251 3.823 0.22 0.13 -0.11 0.101
H -2.187 1.544 2.328 -0.03 -0.05 -0.13 0.091
H -3.562 0.950 5.538 -0.14 -0.04 0.12 0.099
H -4.115 -0.657 5.033 -0.08 0.22 0.61 0.110
C -4.962 0.840 -2.482 0.10 0.20 -1.58 -0.684
O -4.701 1.367 -3.559 -0.42 -0.18 0.74 0.011
N -5.555 1.521 -1.449 0.34 0.13 -0.26 0.145
N -4.741 -0.465 -2.220 -0.12 -0.25 0.64 0.177
H -5.721 1.057 -0.578 -0.27 0.34 0.15 0.077
H -5.839 2.451 -1.695 -0.13 0.01 0.47 0.096
H -5.021 -0.799 -1.310 0.32 -0.35 -0.22 0.046
H -4.340 -1.073 -2.913 -0.08 0.02 -0.15 0.072
C 1.903 -1.107 3.080 0.58 0.14 -0.26 -0.631
O 2.941 -0.835 2.460 -0.70 -0.02 0.39 -0.023
N 1.928 -1.961 4.148 0.03 0.15 -0.25 0.159
N 0.691 -0.577 2.798 1.08 -0.54 0.43 0.194
H 2.799 -2.438 4.298 -0.18 -0.22 0.03 0.107
H 1.056 -2.370 4.428 0.16 -0.25 0.36 0.093
H -0.080 -1.063 3.212 -0.68 0.59 -0.24 0.100
H 0.662 0.163 2.105 -0.66 -0.10 -0.35 0.060
C 0.901 5.272 0.286 -0.18 0.82 0.70 -0.690
O 1.994 5.801 0.531 -0.49 -0.27 -0.42 -0.011
N 0.038 5.725 -0.659 0.59 -0.05 0.09 0.176
N 0.440 4.229 1.008 0.32 -0.23 0.34 0.191
H -0.855 5.281 -0.715 -0.28 0.33 -0.45 0.087
H 0.287 6.567 -1.145 -0.25 -0.08 -0.17 0.111
H -0.402 3.731 0.795 0.00 -0.10 -0.06 0.089
H 1.035 3.955 1.787 -0.09 -0.22 -0.06 0.068
C 3.085 2.622 -1.652 -0.09 -0.49 0.47 -0.620
O 2.047 2.003 -1.316 0.00 0.64 -0.57 -0.059
N 3.276 3.891 -1.263 -0.60 0.23 0.26 0.198
N 4.078 2.005 -2.309 -1.26 0.23 -0.60 0.185
H 4.104 4.435 -1.406 0.07 -0.09 -0.04 0.112
H 2.568 4.223 -0.629 0.44 0.47 0.02 0.052
H 3.804 1.102 -2.671 0.64 0.14 -0.06 0.081
H 4.886 2.475 -2.666 0.07 -0.04 0.00 0.115
C -2.554 -6.349 0.821 -0.01 0.76 0.03 -0.063
C -1.497 -6.045 -0.220 0.29 -0.50 0.30 -0.441
C -0.262 -5.358 0.379 -0.35 0.60 -0.70 -0.199
O 0.451 -4.860 -0.757 0.68 0.04 0.46 -0.203
C 1.563 -4.097 -0.317 0.09 -0.45 0.62 -0.102
N -1.124 -7.269 -0.948 0.46 0.41 0.02 0.043
H -3.500 -6.588 0.339 0.05 -0.31 0.09 0.078
H -2.712 -5.436 1.403 -0.13 -0.10 0.14 0.065
H -2.243 -7.136 1.509 -0.06 -0.11 -0.10 0.081
H -1.892 -5.385 -0.994 -0.12 0.27 0.27 0.116
H 0.336 -6.021 1.018 0.17 -0.37 -0.38 0.128
H -0.462 -4.502 1.037 -0.56 0.07 -0.10 0.117
H 1.222 -3.299 0.350 0.03 0.32 -0.22 0.070
H 2.162 -3.709 -1.136 -0.38 0.06 -0.24 0.068
H 2.228 -4.717 0.295 0.09 -0.11 -0.03 0.090
H -0.449 -6.947 -1.640 -0.08 -0.31 -0.17 0.065
H -0.569 -7.851 -0.323 -0.17 -0.15 0.01 0.071
C 1.770 6.220 3.987 0.04 -1.06 -0.44 -0.053
C 2.929 5.296 4.413 -0.78 0.74 -0.36 -0.434
C 3.406 4.386 3.269 -0.40 0.88 1.27 -0.206
O 2.363 3.499 2.919 0.40 -0.22 -0.33 -0.215
C 2.893 2.345 2.282 -0.23 -0.94 0.43 -0.083
N 4.006 6.125 4.952 1.86 -0.61 -0.42 0.021
H 0.974 5.629 3.527 -0.03 -0.12 0.16 0.061
H 2.100 6.864 3.171 0.09 0.36 0.27 0.075
H 1.329 6.749 4.829 0.27 0.25 -0.03 0.073
H 2.609 4.656 5.239 -0.12 -0.05 -0.04 0.136
H 4.245 3.833 3.705 0.16 -0.20 -0.43 0.121
H 3.720 5.044 2.454 0.04 -0.37 -0.36 0.127
H 2.101 1.637 2.043 -0.32 0.53 -0.29 0.056
H 3.472 1.759 3.003 0.49 0.32 -0.13 0.092
H 3.456 2.563 1.372 0.08 0.11 0.08 0.096
H 4.813 5.491 5.030 -0.31 -0.17 0.96 0.066
H 4.478 6.690 4.240 -1.09 0.53 -0.28 0.074
```
Positions in Å, forces in eV/Å.